A structure of composition C30H41BN6O4PRbS. Source: the OMol25 dataset; level of theory: ωB97M-V/def2-TZVPD.

The value obtained for the HOMO-LUMO gap is 0.291 Ha. Its lowest unoccupied orbital energy is 0.2 eV. As for the HOMO energy: -7.69 eV.

Each line ends with the Löwdin charge.
CARTESIAN COORDINATES (ANGSTROEM)
1 Rb -0.26905 0.10311 -0.27348  0.8403
2 C 2.74993 -0.20100 2.78724  -0.0393
3 C 3.30377 -0.07988 1.40352  -0.3662
4 C 4.64110 0.06959 1.00798  0.0048
5 C 4.59059 0.13885 -0.36844  -0.2809
6 C 5.71137 0.29578 -1.33897  -0.0296
7 N 3.29742 0.02970 -0.73752  0.0069
8 N 2.50364 -0.10067 0.35212  0.0152
9 B 2.71215 0.05475 -2.15618  -0.5328
10 N 1.66930 1.21735 -2.27857  -0.0361
11 N 1.49546 2.13893 -1.28946  0.0373
12 C 0.85399 3.15792 -1.83560  -0.3837
13 C 0.50620 4.35607 -1.01486  -0.0339
14 C 0.60405 2.91999 -3.19914  -0.0055
15 C 1.14605 1.67805 -3.43886  -0.2902
16 C 1.24767 0.90966 -4.71084  -0.0127
17 N 2.07931 -1.32000 -2.52150  0.0056
18 N 1.11000 -1.88312 -1.74693  0.0198
19 C 0.97362 -3.13102 -2.16052  -0.3557
20 C -0.02554 -4.04753 -1.52713  -0.0240
21 C 1.86094 -3.40710 -3.21056  0.0050
22 C 2.55671 -2.23010 -3.40171  -0.2887
23 C 3.64757 -1.95894 -4.38187  -0.0242
24 H 3.54901 -0.16487 3.52726  0.0707
25 H 2.21469 -1.14306 2.91850  0.0722
26 H 2.05593 0.61322 3.00837  0.0710
27 H 5.51744 0.11978 1.63005  0.0996
28 H 6.65054 0.37851 -0.79300  0.0765
29 H 5.59019 1.18704 -1.95340  0.0808
30 H 5.78428 -0.55871 -2.01173  0.0697
31 H 3.59679 0.25476 -2.94378  0.1153
32 H 0.59999 4.11976 0.04474  0.0769
33 H -0.51459 4.68731 -1.20799  0.0558
34 H 1.17505 5.19071 -1.23183  0.0760
35 H 0.11256 3.55882 -3.91302  0.1043
36 H 0.68679 1.41434 -5.49744  0.0806
37 H 0.86384 -0.10502 -4.60100  0.0831
38 H 2.28741 0.83193 -5.03059  0.0742
39 H -0.36462 -3.62380 -0.58081  0.0491
40 H 0.41775 -5.02258 -1.31989  0.0833
41 H -0.89633 -4.20932 -2.16879  0.0702
42 H 1.98788 -4.33076 -3.74685  0.1016
43 H 3.84636 -2.86604 -4.95143  0.0792
44 H 4.56916 -1.65228 -3.89166  0.0679
45 H 3.37604 -1.17080 -5.08206  0.0663
46 C -3.66366 4.04219 0.96476  -0.1319
47 O -4.07640 3.00174 0.08322  -0.3511
48 P -2.93381 1.90147 -0.31247  0.7532
49 O -2.16433 2.56693 -1.55239  -0.3852
50 C -2.84187 3.09823 -2.69722  -0.0926
51 O -3.90506 0.88913 -1.14296  -0.3422
52 C -4.95165 0.21890 -0.44701  -0.1196
53 H -4.55106 4.61975 1.21556  0.0863
54 H -2.93366 4.69448 0.48238  0.0802
55 H -3.22656 3.63066 1.87686  0.0785
56 H -2.27925 3.97133 -3.02357  0.0814
57 H -3.86331 3.38136 -2.44594  0.0830
58 H -2.84634 2.34980 -3.48861  0.0920
59 H -5.57108 -0.26440 -1.20150  0.0947
60 H -5.55879 0.92845 0.11334  0.0832
61 H -4.53647 -0.53805 0.22453  0.0464
62 O -2.25899 -1.84080 0.66672  -0.6138
63 S -2.68980 -3.24758 0.91953  1.0212
64 C -4.25200 -3.09199 1.79782  -0.3551
65 C -5.12478 -4.16058 1.94021  -0.0719
66 C -6.28081 -3.99268 2.68356  -0.0719
67 C -6.55618 -2.76940 3.28150  -0.0769
68 C -5.67262 -1.71270 3.13704  -0.0654
69 C -4.51018 -1.86995 2.39441  -0.0922
70 C -3.29051 -3.86667 -0.64596  -0.3943
71 C -3.34136 -5.23476 -0.86570  -0.0982
72 C -3.73840 -5.70217 -2.10868  -0.0712
73 C -4.05000 -4.80387 -3.11976  -0.0713
74 C -3.96101 -3.43800 -2.89463  -0.0558
75 C -3.57703 -2.95861 -1.65169  -0.0564
76 H -4.92161 -5.11148 1.47083  0.1032
77 H -6.97175 -4.81729 2.79162  0.1072
78 H -7.46066 -2.64354 3.85932  0.1050
79 H -5.88577 -0.75948 3.60042  0.1086
80 H -3.80964 -1.05692 2.26504  0.1025
81 H -3.04227 -5.92786 -0.09118  0.1143
82 H -3.77993 -6.76556 -2.29622  0.1077
83 H -4.34507 -5.17140 -4.09226  0.1062
84 H -4.17800 -2.74204 -3.69334  0.1110
85 H -3.47203 -1.90079 -1.46241  0.0956

A cluster of 2 separate species, C30H41Cl3FN8O7S in total at a distorted geometry. Source: the OMol25 dataset; level of theory: ωB97M-V/def2-TZVPD.

The value obtained for the HOMO-LUMO gap is 0.240 Ha. The net charge is +1. Its lowest unoccupied orbital energy is -4.3 eV. As for the HOMO energy: -10.86 eV.

Each line ends with the Löwdin charge.
CARTESIAN COORDINATES (ANGSTROEM)
1 C -1.44435 -0.92640 3.88977  -0.0328
2 C -0.98834 -1.03289 2.59535  -0.2733
3 N 0.31170 -0.77202 1.79896  -0.0205
4 C 0.59612 -2.23780 1.48055  -0.3528
5 O 0.47738 -2.97724 2.42937  0.1687
6 N 0.96286 -2.91056 0.27353  0.1990
7 C 1.47720 -4.24428 0.46484  -0.4596
8 O 1.08449 -5.10000 -0.25761  0.1932
9 F 2.42594 -4.61068 1.36741  0.1246
10 C -0.17252 0.10499 0.62732  -0.3587
11 Cl -1.63138 1.05212 1.38609  0.8878
12 C -0.95973 -0.64601 -0.50800  -0.1703
13 C -0.20017 -1.02267 -1.84775  -0.1782
14 C -0.97562 -2.15203 -2.61261  -0.2615
15 N -2.28498 -1.65501 -3.12731  0.0087
16 C 0.66824 1.39390 0.20717  -0.3501
17 C 1.88457 1.18310 -0.75854  -0.1410
18 C 3.01553 2.22037 -1.00257  -0.4324
19 S 3.62102 3.37761 0.25701  1.0105
20 C 2.86553 4.99365 0.11789  -0.5566
21 N 3.49180 6.13501 0.48052  -0.0202
22 N 2.74003 7.24991 0.34543  0.0432
23 C 1.55650 6.76605 -0.15018  -0.1346
24 O 1.60726 5.42159 -0.29265  -0.0304
25 C -0.15335 2.61463 -0.42491  -0.1014
26 C -1.18093 2.44026 -1.56025  -0.1486
27 C -2.65985 2.33427 -1.36402  -0.0758
28 C -3.64411 2.21480 -2.42221  -0.0741
29 C -3.24202 2.20887 -3.82952  -0.0533
30 C -1.81619 2.37656 -4.09185  -0.0346
31 C -0.80748 2.49709 -3.00524  -0.1794
32 C 0.64021 2.74690 -3.53987  -0.0669
33 O 1.12034 2.02457 1.43441  -0.1166
34 C 1.57797 1.31006 2.50872  -0.6552
35 Cl 0.48437 1.93852 3.91816  0.6782
36 O 2.89709 1.80786 2.90413  -0.1465
37 N 2.86718 2.71810 3.95976  -0.0800
38 O 3.92781 2.69513 4.46012  0.1160
39 C 1.55060 -0.31592 2.51685  -0.4347
40 Cl 1.45617 -0.59569 4.38539  0.7538
41 C 2.93762 -1.05332 2.36098  -0.1410
42 C 3.98804 -0.91005 1.22533  -0.3107
43 O 4.40855 0.44865 0.92333  -0.0853
44 C 3.91903 -1.78777 -0.10380  -0.2219
45 N 4.49540 -3.14376 0.02875  0.0043
46 H -1.53707 -1.77888 4.61400  0.1102
47 H -1.68140 0.09121 4.31580  0.0662
48 H -1.73510 -1.63873 1.99608  0.1347
49 H 0.09206 -3.08709 -0.25822  0.1275
50 H -1.43559 -1.62505 -0.17185  0.1151
51 H -1.86961 -0.07436 -0.85676  0.0992
52 H -0.23096 -0.10406 -2.50882  0.1094
53 H 0.87245 -1.26419 -1.63627  0.0902
54 H -0.33275 -2.49353 -3.46287  0.1251
55 H -1.20634 -3.03648 -1.93188  0.1058
56 H -2.77197 -2.42363 -3.59768  0.0754
57 H -2.82416 -1.37158 -2.30561  0.0113
58 H 1.42141 1.02837 -1.78129  0.0941
59 H 2.32521 0.17977 -0.52491  0.0860
60 H 2.76005 2.84302 -1.91231  0.0741
61 H 3.92290 1.64096 -1.34997  0.0950
62 H 0.70298 7.44933 -0.34978  0.1420
63 H -0.59487 3.30009 0.35892  0.1356
64 H 0.61893 3.31764 -0.87280  0.1022
65 H -3.09476 2.34533 -0.32819  0.0732
66 H -4.73467 2.10716 -2.18136  0.1084
67 H -3.93343 2.10576 -4.70127  0.1093
68 H -1.50897 2.42039 -5.17128  0.1108
69 H 0.59557 3.14657 -4.59610  0.0920
70 H 1.30334 1.84791 -3.58169  0.0784
71 H 1.06345 3.60246 -2.93633  0.0792
72 H 2.95724 -2.13005 2.71198  0.1382
73 H 3.55247 -0.58821 3.19936  0.1206
74 H 4.95770 -1.32907 1.66372  0.1600
75 H 5.36172 0.42023 0.73614  0.1191
76 H 4.65900 -1.25559 -0.78605  0.1291
77 H 2.95873 -1.73458 -0.67257  0.0727
78 H 5.28995 -3.29023 -0.58636  0.0808
79 H 4.69190 -3.39689 0.99430  0.0682
80 C -5.71849 -2.50433 2.00002  -0.1063
81 C -5.70801 -3.86153 1.30444  -0.2581
82 C -4.61089 -3.97758 0.24277  -0.1796
83 C -4.81337 -2.95009 -0.81518  -0.2122
84 N -4.97483 -2.15601 -1.63135  0.1592
85 H -5.92694 -1.69380 1.29788  0.0716
86 H -6.49462 -2.47653 2.76630  0.0787
87 H -4.75699 -2.30327 2.48289  0.0640
88 H -6.68521 -4.03320 0.84606  0.1180
89 H -5.56259 -4.64418 2.05280  0.1127
90 H -4.63395 -4.96766 -0.21646  0.1204
91 H -3.62505 -3.83627 0.69351  0.1033